No. 1
56
Properties=species:S:1:pos:R:3 method="wB97M-V/def2-TZVPD" e_lumo_ev="-0.01 / -0.17" charge=0 e_above_lowest_ev=0.538 s2=0.75 gap_ev="6.30 / 6.66" spin_multiplicity=2
Ir -0.006 0.195 -0.011
C 3.323 3.651 -5.305
C 2.770 3.987 -3.914
C 3.755 3.467 -2.866
C 2.657 5.510 -3.750
C 1.385 3.386 -3.764
C 0.371 3.860 -4.607
C -0.918 3.360 -4.540
C -1.206 2.401 -3.596
S -2.741 1.627 -3.315
C -2.013 0.756 -1.976
N -0.669 1.031 -1.788
C -0.220 1.922 -2.695
C 1.088 2.417 -2.827
C -2.662 -0.129 -1.128
C -4.038 -0.456 -1.203
C -4.575 -1.325 -0.293
C -3.778 -1.913 0.692
C -2.417 -1.609 0.772
C -1.843 -0.706 -0.095
H 4.316 4.079 -5.422
H 2.684 4.045 -6.091
H 3.394 2.573 -5.436
H 4.721 3.948 -3.003
H 3.896 2.393 -2.962
H 3.402 3.693 -1.863
H 3.642 5.965 -3.794
H 2.207 5.752 -2.790
H 2.048 5.959 -4.528
H 0.591 4.624 -5.334
H -1.689 3.720 -5.201
H 1.846 2.022 -2.177
H -4.635 -0.016 -1.987
H -5.627 -1.566 -0.339
H -4.214 -2.598 1.402
H -1.829 -2.092 1.540
O 0.558 -0.729 1.701
N -0.073 -0.457 2.843
C -0.041 -1.400 3.842
C -0.571 -1.146 5.067
C -1.166 0.098 5.341
C -1.230 1.032 4.310
C -0.707 0.757 3.066
S -0.820 1.893 1.768
H 0.441 -2.325 3.569
H -0.533 -1.906 5.830
H -1.566 0.324 6.312
H -1.709 1.987 4.454
S 4.620 0.754 0.151
C 3.768 2.215 0.517
C 2.439 2.057 0.285
N 2.072 0.837 -0.178
C 3.116 0.041 -0.308
H 4.288 3.076 0.883
H 1.693 2.818 0.429
H 3.058 -0.976 -0.637

***

No. 2
51
Properties=species:S:1:pos:R:3 method="wB97M-V/def2-TZVPD" e_lumo_ev=0.41 charge=0 gap_ev=8.18
C 2.470 -2.667 2.956
C 2.047 -1.287 2.761
N 2.934 -0.261 2.971
C 4.361 -0.435 3.110
C 2.278 0.954 2.916
C 0.913 0.720 2.594
C 0.116 1.888 2.500
C 0.718 3.160 2.604
C 2.099 3.322 2.785
C 2.913 2.190 2.974
C 0.793 -0.741 2.498
C -0.395 -1.592 2.316
C -1.701 -0.932 2.590
C -1.880 -0.053 3.682
C -3.132 0.502 3.927
C -4.212 0.263 3.067
C -5.515 0.992 3.253
C -4.042 -0.684 2.048
C -2.811 -1.270 1.819
H 1.608 -3.336 3.023
H 3.086 -2.990 2.109
H 3.062 -2.808 3.872
H 4.832 0.553 3.067
H 4.620 -0.912 4.062
H 4.749 -1.043 2.284
H -0.961 1.812 2.354
H 0.097 4.067 2.517
H 2.565 4.313 2.764
H 3.993 2.257 3.099
H -0.310 -2.611 2.658
H -1.042 0.161 4.354
H -3.256 1.150 4.809
H -6.269 0.572 2.575
H -5.889 0.911 4.287
H -5.426 2.069 3.027
H -4.902 -0.957 1.416
H -2.702 -2.024 1.030
C -1.485 -5.851 -1.660
C -0.800 -4.715 -2.131
C -0.504 -3.692 -1.208
C -0.946 -3.787 0.150
C -1.569 -4.956 0.615
C -1.852 -5.983 -0.308
N -0.587 -2.562 0.731
C 0.086 -1.876 -0.209
N 0.151 -2.497 -1.386
H -1.735 -6.645 -2.366
H -0.514 -4.579 -3.183
H -1.812 -5.058 1.669
H -2.372 -6.906 0.014
H 0.523 -0.918 0.034

***

No. 3
61
Properties=species:S:1:pos:R:3 method="wB97M-V/def2-TZVPD" e_lumo_ev=3.69 charge=-2 e_above_lowest_ev=0.972 gap_ev=4.69
Zn -0.082 -0.359 -0.933
C -1.452 -3.113 -0.960
N -0.524 -2.481 -0.034
C -1.038 -2.439 1.324
C -1.716 -1.123 1.589
C -1.858 -0.618 2.876
C -2.438 0.627 3.024
C -2.863 1.316 1.892
C -2.710 0.712 0.655
N -2.155 -0.490 0.510
C 0.814 -3.108 -0.054
C 1.876 -2.105 0.283
C 2.676 -2.176 1.404
C 3.629 -1.184 1.598
C 3.764 -0.189 0.650
C 2.898 -0.177 -0.438
N 1.963 -1.111 -0.606
C -1.121 -2.755 -2.395
C -2.115 -2.785 -3.363
C -1.800 -2.350 -4.640
C -0.511 -1.913 -4.911
C 0.415 -1.928 -3.882
N 0.118 -2.355 -2.655
H -2.449 -2.728 -0.745
H -1.484 -4.205 -0.801
H -0.221 -2.577 2.033
H -1.747 -3.262 1.498
H -1.479 -1.168 3.728
H -2.528 1.073 4.007
H -3.275 2.314 1.962
H -3.005 1.205 -0.265
H 0.991 -3.427 -1.077
H 0.869 -3.977 0.616
H 2.540 -2.977 2.120
H 4.246 -1.188 2.488
H 4.491 0.603 0.760
H 2.931 0.587 -1.213
H -3.128 -3.065 -3.101
H -2.565 -2.299 -5.405
H -0.242 -1.500 -5.874
H 1.418 -1.538 -4.023
O 1.020 2.660 4.310
C 0.779 3.360 3.183
C 0.717 4.750 3.261
C 0.471 5.497 2.119
C 0.288 4.882 0.886
C 0.345 3.498 0.807
C 0.587 2.725 1.942
C 0.635 1.229 1.821
O 0.895 0.537 2.843
O 0.406 0.768 0.680
H 1.027 1.701 3.996
H 0.869 5.223 4.224
H 0.420 6.578 2.196
H 0.111 5.451 -0.017
H 0.208 3.007 -0.152
Se -0.819 1.227 -6.246
Sb 0.106 1.763 -4.038
Se -1.524 0.607 -2.407
Se 0.056 4.116 -3.396
Se 2.271 0.652 -3.658

***

No. 4
57
Properties=species:S:1:pos:R:3 method="wB97M-V/def2-TZVPD" e_lumo_ev="2.51 / 1.42" charge=-1 e_above_lowest_ev=0.000 s2=0.77 gap_ev="6.80 / 5.88" spin_multiplicity=2
Pt -1.028 -1.322 1.410
N -0.061 -2.807 2.680
C 0.832 -2.387 3.705
C 0.662 -2.851 5.000
C 1.516 -2.435 6.009
C 2.543 -1.555 5.702
C 2.684 -1.083 4.406
C 1.833 -1.476 3.370
C 1.957 -0.852 2.023
C 3.253 -0.512 1.615
C 3.479 0.304 0.521
C 2.385 0.844 -0.140
C 1.104 0.478 0.243
C 0.825 -0.436 1.264
H -0.782 -3.444 2.993
H 0.421 -3.198 1.875
H -0.149 -3.539 5.213
H 1.373 -2.790 7.021
H 3.222 -1.217 6.475
H 3.453 -0.353 4.191
H 4.100 -0.902 2.170
H 4.492 0.530 0.208
H 2.510 1.517 -0.980
H 0.269 0.890 -0.302
N -4.395 -1.202 -0.848
C -3.089 -1.570 -0.367
S -3.141 -2.368 1.282
N -2.391 -2.433 -1.344
C -2.392 -2.118 -2.716
C -3.556 -2.154 -3.490
C -3.497 -1.890 -4.850
C -2.290 -1.613 -5.478
C -1.128 -1.601 -4.719
C -1.179 -1.843 -3.356
H -4.937 -0.909 -0.044
H -4.308 -0.394 -1.460
H -1.440 -2.534 -1.009
H -4.493 -2.396 -3.013
H -4.412 -1.918 -5.430
H -2.256 -1.404 -6.540
H -0.174 -1.379 -5.183
H -0.272 -1.796 -2.763
S -2.359 1.058 -0.666
C -2.087 -0.443 -0.012
C 2.975 4.898 -1.295
C 1.501 4.628 -1.219
C 0.628 5.477 -0.550
C -0.701 5.091 -0.515
N -1.151 3.988 -1.094
C -0.236 3.227 -1.710
S -0.765 1.751 -2.486
N 1.072 3.506 -1.787
H 3.199 5.956 -1.159
H 3.363 4.559 -2.255
H 3.489 4.334 -0.514
H 0.968 6.390 -0.082
H -1.440 5.698 0.000

***

Record order is preserved below.
Electronic energy: -68160.211, -30767.518, -354747.993, -69502.909 eV
Record order is preserved below.
M: 669.897, 365.480, 930.474, 684.773 g/mol